Entry from the Open Molecules 2025 dataset: a cluster of 2 separate species, C4H15N2O in total (ωB97M-V with the def2-TZVPD basis set).

XYZ file:
```
22
C4H15N2O ωB97M-V with the def2-TZVPD basis set
N -0.71737 -1.47522 -1.76868
C 0.65891 -0.94253 -1.53046
C 1.11333 -1.04551 -0.10064
N 0.50251 -0.13930 0.80879
C 0.69623 1.36096 0.65027
C 0.03520 2.13819 1.79674
H -0.76355 -1.61741 -2.77277
H -0.76344 -2.46404 -1.39981
H -1.45205 -0.89611 -1.26882
H 0.71188 0.10558 -1.89912
H 1.28968 -1.58001 -2.15755
H 0.86379 -2.05924 0.28371
H 2.20303 -0.95991 -0.11233
H 0.45412 -0.50096 1.76399
H 1.77541 1.61903 0.52052
H 0.20992 1.62352 -0.29417
H -1.05348 1.86790 1.75962
H 0.13176 3.18792 1.55843
H 0.42705 1.93919 2.79984
H -1.32913 -0.03315 0.75237
H -2.93027 -0.16484 0.50364
O -2.06354 0.03593 0.10640
```

F_max, eV/Å: 3.57
HOMO-LUMO gap (alpha / beta), eV: 13.37 / 7.93
2S+1: 2
Energy above the lowest of the compared OMol25 structures with the same formula, charge and spin, kcal/mol: 25.1
LUMO (alpha / beta), eV: -7.07 / -12.54
<S²>: 0.75
Net charge: +2